No. 1
One molecule with the formula C2H2OS. Source: the Open Molecules 2025 dataset; level of theory: the ωB97M-V functional and the def2-TZVPD basis.

XYZ file:
```
6
Properties=species:S:1:pos:R:3
S 2.380 0.067 -0.074
O -0.154 -0.241 1.079
C -0.756 0.040 -0.244
C 0.865 -0.017 0.320
H -1.093 -0.842 -0.752
H -1.243 0.992 -0.328
```

Computed properties:
energy relative to the best compared isomer or geometry (same formula, charge and spin) = 1.5315 eV
F_max = 5.43 eV/A
structure (SMILES) = S=C1CO1
E_HOMO = -8.6860 eV
HOMO-LUMO gap = 9.2 eV


No. 2
C2H2OS as an isolated structure. Source: the Open Molecules 2025 dataset; level of theory: the ωB97M-V functional and the def2-TZVPD basis.

XYZ file:
```
6
Properties=species:S:1:pos:R:3
S 1.659 -0.557 -0.019
O 0.948 1.021 -0.060
C -0.331 -0.737 -0.100
C -0.345 0.603 0.018
H -0.854 -1.632 0.235
H -1.077 1.302 -0.075
```

Computed properties:
energy relative to the best compared isomer or geometry (same formula, charge and spin) = 1.7466 eV
F_max = 3.52 eV/A
E_HOMO = -9.2834 eV
HOMO-LUMO gap = 9.1 eV


No. 3
A 2-piece molecular cluster, C2H2OS overall. Source: the Open Molecules 2025 dataset; level of theory: the ωB97M-V functional and the def2-TZVPD basis.

XYZ file:
```
6
Properties=species:S:1:pos:R:3
S -2.026 -0.440 -0.202
O -2.698 0.725 0.275
C 1.085 0.487 -0.203
C 1.335 -0.550 0.315
H 0.886 1.385 -0.822
H 1.418 -1.607 0.637
```

Computed properties:
energy relative to the best compared isomer or geometry (same formula, charge and spin) = 3.0875 eV
F_max = 3.55 eV/A
structure (SMILES) = C#C.O=S
E_HOMO (alpha / beta) = -8.8436 / -8.8031 eV
HOMO-LUMO gap (alpha / beta) = 7.7 / 7.7 eV


No. 4
A 2-piece molecular cluster, C2H2OS2 overall. Source: the Open Molecules 2025 dataset; level of theory: the ωB97M-V functional and the def2-TZVPD basis.

XYZ file:
```
7
Properties=species:S:1:pos:R:3
S 0.192 1.500 -1.192
S -2.412 -0.090 0.897
O 1.488 -0.878 0.706
C 0.394 -0.761 0.254
C -0.898 -0.404 0.717
H 1.358 1.897 -0.707
H -0.124 -1.265 -0.675
```

Computed properties:
energy relative to the best compared isomer or geometry (same formula, charge and spin) = 3.7708 eV
F_max = 3.24 eV/A
E_HOMO (alpha / beta) = -9.5256 / -8.7165 eV
HOMO-LUMO gap (alpha / beta) = 7.6 / 6.5 eV


> Which value of F_max does entry 1 give?

5.43 eV/A


> Among the records above, which one has the highest energy relative to the best compared isomer or geometry (same formula, charge and spin)?

C2H2OS2


Repeat the second record exactly.
C2H2OS as an isolated structure. Source: the Open Molecules 2025 dataset; level of theory: the ωB97M-V functional and the def2-TZVPD basis.

XYZ file:
```
6
Properties=species:S:1:pos:R:3
S 1.659 -0.557 -0.019
O 0.948 1.021 -0.060
C -0.331 -0.737 -0.100
C -0.345 0.603 0.018
H -0.854 -1.632 0.235
H -1.077 1.302 -0.075
```

Computed properties:
energy relative to the best compared isomer or geometry (same formula, charge and spin) = 1.7466 eV
F_max = 3.52 eV/A
E_HOMO = -9.2834 eV
HOMO-LUMO gap = 9.1 eV


> The lowest F_max belongs to which entry?

C2H2OS2